16
Properties=species:S:1:pos:R:3:forces:R:3 method="wB97M-V/def2-TZVPD" multiplicity=1 charge=+1 homo_energy_ev=-14.90 e_tot_ha=-250.85663 relative_energy_ev=4.045 smiles="C=C1[C@H](C)[N@H+]1C"
C 0.843 -2.093 -0.462 1.245 -4.143 1.089
C 0.449 -0.945 -0.081 -0.798 1.392 0.602
C -0.516 -0.063 0.419 -6.547 -0.831 2.427
C -2.332 -0.026 -0.002 3.115 1.066 -3.501
N 0.583 0.504 -0.289 2.337 1.502 1.282
C 1.514 1.536 0.268 1.327 -2.453 0.363
H 1.817 -2.370 -0.843 -0.072 0.527 -0.651
H 0.345 -3.019 -0.003 0.248 1.631 -0.912
H -0.562 0.158 1.519 0.620 -0.055 -1.184
H -2.926 -0.185 0.881 0.228 0.405 0.446
H -2.662 -0.811 -0.814 1.204 1.400 1.623
H -2.363 1.039 -0.529 -0.524 -2.230 1.525
H 0.502 0.814 -1.188 -1.227 0.341 -3.387
H 1.515 1.574 1.319 0.119 -0.547 1.318
H 2.498 1.407 -0.155 0.404 -0.685 0.207
H 1.296 2.478 -0.037 -1.677 2.679 -1.248